[1]
DFT (ωB97M-V with the def2-TZVPD basis set) results for a structure of composition C5H10 in a non-equilibrium geometry.

CARTESIAN COORDINATES (ANGSTROEM)
H  1.80996  -1.63100  0.32480
C  2.02804  -0.65466  -0.18279
H  -0.63104  -1.36429  0.90842
C  -0.11793  0.67815  -0.10094
H  1.79860  1.61869  -0.43366
C  -1.01985  -0.33458  0.18095
H  -0.46656  1.51900  -0.52680
H  -2.73606  0.67808  -0.63918
H  3.31083  -0.68052  0.02831
H  -3.07845  0.11069  1.04567
H  1.66806  0.79202  1.35876
C  -2.44872  -0.19568  -0.11672
H  1.87262  -0.99996  -1.19187
H  -2.97088  -0.90881  -0.62248
C  1.46227  0.65112  0.17750

total charge: 0
HOMO: -8.95 eV
relative energy (zero: lowest compared OMol25 entry of this formula, charge and spin): 3.8430 eV
calculated total energy: -5343.4230 eV



[2]
DFT (ωB97M-V with the def2-TZVPD basis set) results for a structure of composition C30H36BBr5Cl5F2Mg2N4O13P in a non-equilibrium geometry.

CARTESIAN COORDINATES (ANGSTROEM)
H  -0.53475  1.64916  -1.74418
H  -4.11450  0.69959  -3.15957
H  -0.38054  2.15467  -4.20740
H  7.36750  0.14180  -0.25413
Br  2.35467  -5.66166  -6.91709
H  -2.73931  -0.71250  1.54890
N  -1.08950  1.42183  -4.35620
C  -4.63925  1.60730  1.01236
H  -5.02858  -1.95034  1.90976
H  -7.23940  2.14593  2.36988
C  8.41853  0.43317  -0.15889
O  -5.09960  0.89074  1.95917
H  7.93278  2.45270  -0.69680
H  -3.39234  -0.90267  -1.43127
C  2.77158  1.33066  4.61684
C  -6.28057  3.89400  1.18115
C  -4.16150  -2.52517  1.39718
O  3.71549  -5.11423  8.44413
Cl  -7.63369  0.23515  0.71623
C  8.66025  1.69035  -0.99532
C  -1.58049  1.15267  -1.80977
H  -5.01170  -0.87978  -0.38767
H  3.44378  -6.99256  -4.52043
O  1.40041  -5.72247  4.64762
H  -3.71673  2.87656  -3.33478
H  -4.62984  -3.13841  0.54558
C  0.61149  -1.64142  1.07080
C  -6.48381  5.43956  0.99205
H  -9.32146  2.54210  -1.81967
Cl  2.12092  2.89492  5.15185
C  7.01705  -3.27537  -4.49462
Mg  -7.39027  7.97960  3.99222
C  -3.89972  -0.59240  -0.45232
Br  8.50819  -2.37112  -3.64258
H  -3.42306  0.56037  -4.69885
C  10.06083  2.26529  -0.82475
O  1.10116  -4.37573  2.87213
C  4.05370  -5.48384  -5.97511
H  -8.24232  3.72329  2.39473
H  8.59261  0.64885  0.89987
H  4.33244  -4.58086  8.99604
F  -3.36747  -3.30766  2.31846
C  -5.27646  6.27816  0.38102
C  -3.91075  5.57127  -0.01314
O  2.47042  -2.61595  3.63435
Cl  2.55247  0.12549  5.90484
H  4.95842  -6.14535  -4.13710
H  7.42262  -4.15363  -4.99726
H  10.82585  1.56629  -1.17305
O  -8.29477  6.16793  3.15877
O  -9.44030  5.68981  0.64173
H  3.43822  -4.62132  7.63390
Mg  0.97851  -3.47085  -1.77533
B  1.60889  -3.04381  2.52223
H  -5.42364  7.41641  0.23365
O  -0.14190  -0.83957  0.56977
C  1.61471  -4.68978  4.06427
C  -2.57744  1.75527  -0.67698
N  9.92477  -1.56974  -0.91431
H  -1.38405  0.02138  -1.65321
H  4.10244  -5.99123  8.21622
C  -2.15287  1.45525  -3.31372
C  -9.08775  2.44465  -0.69165
H  4.32495  -4.42779  -6.00668
C  -3.14085  -1.43950  0.73678
O  2.36604  -3.08481  1.25389
C  -8.44065  2.65295  0.44916
C  -3.76784  4.03664  0.22493
C  -4.94401  3.17179  0.82834
H  -3.07323  6.18963  -0.47993
C  -3.63104  0.96588  -0.08851
O  3.07504  -3.56929  5.57758
H  10.16286  3.18514  -1.40589
Br  3.02296  -4.80105  -3.38580
H  8.48394  1.47872  -2.05504
H  -2.26574  3.43344  -4.06048
C  -2.39917  3.29359  -0.19058
P  -8.08729  6.37683  1.44677
H  4.76916  -6.05659  -6.56829
C  3.96576  -6.03659  -4.57631
O  0.50325  -2.09545  2.31644
H  -0.67343  0.48706  -4.47212
Cl  1.90876  0.79901  3.15594
H  10.26269  2.50262  0.22350
N  -2.68912  2.87203  -3.30941
C  -7.55514  3.05895  1.75977
C  9.26039  -0.68921  -0.58365
F  5.08183  -5.98083  -2.24514
H  -2.22138  -1.97380  0.31285
N  -3.24107  0.48696  -3.68593
H  -7.70668  5.44560  3.51367
Cl  4.50237  1.50158  4.25322
O  -1.28857  3.89393  -0.16930
H  -10.11555  5.36559  1.30178
C  1.76782  -2.25879  0.41773
Br  6.18899  -2.16986  -5.86345
Br  5.71889  -3.91484  -3.19672
C  2.46321  -3.59688  4.53407
O  2.14145  -2.05540  -0.73374

total charge: +2
HOMO: -10.78 eV
calculated total energy: -503355.5209 eV



[3]
DFT (ωB97M-V with the def2-TZVPD basis set) results for a cluster of 2 separate species, C3H6N2O in total in a non-equilibrium geometry.

CARTESIAN COORDINATES (ANGSTROEM)
H  0.74707  -0.62722  -1.70224
O  -2.46741  0.79456  -1.12442
H  2.28429  0.03977  -1.71043
C  -2.47060  0.74019  0.03120
H  0.72616  -0.82093  1.96797
H  -2.69868  1.18211  1.93841
N  -2.87002  0.66572  1.12949
C  1.46533  -0.13442  -1.15594
N  0.80593  -0.21969  1.15832
H  2.02213  -1.70857  0.38305
C  1.51187  -0.68687  0.19435
H  0.94394  0.77536  -1.10975

total charge: 0
SMILES: [H]/N=C/C.N=C=O
HOMO: -9.93 eV
relative energy (zero: lowest compared OMol25 entry of this formula, charge and spin): 2.1196 eV
calculated total energy: -8234.5791 eV



[4]
DFT (ωB97M-V with the def2-TZVPD basis set) results for the molecule C6H10O.

CARTESIAN COORDINATES (ANGSTROEM)
H  -0.13083  0.91182  1.50296
H  1.06596  -1.44784  -1.31329
C  0.38587  0.44148  -0.58495
H  -1.62275  -0.93415  0.89094
C  2.39316  -0.85024  0.22148
H  -2.62448  -0.84736  -0.57208
H  0.15391  2.39513  0.48340
C  -2.09507  -0.24908  0.17616
H  0.38313  -1.53560  0.28912
H  -2.83848  0.33274  0.73403
C  -0.10880  1.34320  0.50413
H  -1.42455  1.21856  -1.32512
H  0.85715  0.98352  -1.40785
O  2.98181  0.17135  0.47634
C  -1.08984  0.70555  -0.43752
C  1.00242  -0.90433  -0.35882
H  2.88180  -1.83313  0.40609

total charge: 0
SMILES: C[C@H]1C[C@H]1CC=O
HOMO: -9.59 eV
relative energy (zero: lowest compared OMol25 entry of this formula, charge and spin): 0.8440 eV
calculated total energy: -8430.3964 eV



[5]
DFT (ωB97M-V with the def2-TZVPD basis set) results for a cluster of 2 separate species, C5H11NO in total in a non-equilibrium geometry.

CARTESIAN COORDINATES (ANGSTROEM)
H  0.57253  -3.06730  -1.16674
C  0.08222  1.28924  -0.44963
C  -0.77717  0.67799  -1.54940
H  2.65736  0.55714  0.19208
O  -0.08796  -2.42122  -0.91484
H  2.24444  -0.72262  1.41803
C  0.60770  0.32115  0.56300
H  -0.53078  2.05123  0.04706
H  -1.16773  1.43349  -2.23492
H  0.13398  -2.05766  -0.03581
H  -1.63408  0.15720  -1.14639
C  -1.19994  -0.01076  1.91116
H  -1.40996  1.05897  1.79779
N  -0.32992  -0.57956  1.19893
H  0.92447  1.81460  -0.89876
H  -0.22370  -0.01965  -2.17392
H  -1.74877  -0.53061  2.69036
C  1.88730  0.04839  0.75199

total charge: 0
SMILES: C=NC(=C)CC.O
HOMO: -9.28 eV
relative energy (zero: lowest compared OMol25 entry of this formula, charge and spin): 2.1935 eV
calculated total energy: -8899.5039 eV



[6]
DFT (ωB97M-V with the def2-TZVPD basis set) results for a cluster of 2 separate species, CH4NS in total in a non-equilibrium geometry.

CARTESIAN COORDINATES (ANGSTROEM)
C  0.52542  0.83618  0.38149
S  -0.95108  -0.71769  -1.18421
N  0.73258  0.13102  1.50719
H  -0.29207  1.57911  0.39341
H  0.49215  -0.84384  1.23525
H  -1.63589  -1.73631  -1.81191
H  1.12889  0.75153  -0.52121

multiplicity: 2
total charge: -2
HOMO (alpha / beta): 4.10 / 2.21 eV
relative energy (zero: lowest compared OMol25 entry of this formula, charge and spin): 1.5208 eV
calculated total energy: -13421.2137 eV



Repeat the sixth record exactly.
DFT (ωB97M-V with the def2-TZVPD basis set) results for a cluster of 2 separate species, CH4NS in total in a non-equilibrium geometry.

CARTESIAN COORDINATES (ANGSTROEM)
C  0.52542  0.83618  0.38149
S  -0.95108  -0.71769  -1.18421
N  0.73258  0.13102  1.50719
H  -0.29207  1.57911  0.39341
H  0.49215  -0.84384  1.23525
H  -1.63589  -1.73631  -1.81191
H  1.12889  0.75153  -0.52121

multiplicity: 2
total charge: -2
HOMO (alpha / beta): 4.10 / 2.21 eV
relative energy (zero: lowest compared OMol25 entry of this formula, charge and spin): 1.5208 eV
calculated total energy: -13421.2137 eV



- What is the formula in the third record?
  C3H6N2O



- What is the calculated total energy in the second record?
  -503355.5209 eV